(1)
C19H26AsClO3Re as an isolated structure, computed with the ωB97M-V functional and the def2-TZVPD basis.

Geometry as XYZ:
```
51
Properties=species:S:1:pos:R:3:forces:R:3:nbo_charge:R:1
Re 1.274 0.904 0.050 -1.4290 -1.6187 2.5947 1.31
C 3.060 -1.020 4.004 0.1125 -0.0880 0.2458 -0.65
C 2.835 -1.326 2.567 0.0970 0.0082 -0.3928 0.02
C 1.557 -1.581 2.080 0.1503 0.2406 0.0385 -0.24
C 1.363 -1.909 0.737 -0.0895 0.1942 -0.4810 -0.18
C 2.461 -1.998 -0.137 -0.1293 0.1603 0.0980 -0.23
C 3.733 -1.718 0.339 -0.0037 -0.0626 0.0917 -0.21
C 3.916 -1.400 1.676 -0.2801 0.1004 0.0671 -0.18
H 3.458 -1.903 4.508 -0.0135 0.0041 0.0735 0.26
H 2.133 -0.743 4.500 -0.0229 0.0555 0.1062 0.23
H 3.796 -0.230 4.127 0.0288 0.0827 0.0863 0.23
H 0.713 -1.568 2.758 -0.0429 0.0214 0.0519 0.23
H 0.382 -2.211 0.384 0.0530 -0.0298 0.0416 0.22
H 2.318 -2.343 -1.150 -0.0587 0.0573 -0.1430 0.25
H 4.583 -1.780 -0.324 0.1075 -0.0818 -0.0360 0.24
H 4.912 -1.215 2.048 0.1494 0.0269 0.0545 0.24
Cl 3.271 1.855 -0.827 1.4262 0.9350 0.0163 0.13
C 3.201 1.336 -2.516 -0.2217 -0.6074 -1.2531 -0.50
C 2.083 0.287 -2.710 1.4017 -0.2305 -2.0065 0.77
O 2.036 -0.399 -3.683 0.0328 0.4942 0.7288 -0.44
O 1.208 0.241 -1.725 -0.9582 0.6375 1.3861 -0.67
H 4.166 0.906 -2.797 -0.1635 0.0622 0.1775 0.30
H 2.995 2.203 -3.152 0.0497 -0.0495 0.2613 0.29
C 2.093 2.583 2.456 1.1251 1.6031 1.5512 -0.28
O 1.357 1.739 1.654 -0.1008 -1.3144 -2.6311 -0.54
H 3.003 2.078 2.805 -0.2510 -0.0869 -0.0694 0.22
H 1.503 2.895 3.326 0.0666 -0.1245 -0.2402 0.24
H 2.395 3.478 1.893 -0.1978 -0.2118 0.0957 0.22
C -2.047 0.039 1.890 0.3162 0.0352 0.2550 -0.92
As -1.154 0.457 0.204 -1.8437 -0.4540 -0.6597 1.10
C -2.088 2.054 -0.387 0.1808 0.2098 0.0781 -0.94
C -1.724 -0.992 -1.059 0.5119 0.2010 0.3136 -0.66
C -3.010 -0.629 -1.694 -0.8328 0.3062 -0.3384 -0.11
C -4.226 -0.907 -1.049 0.7469 -0.0408 -0.2019 -0.17
C -5.422 -0.591 -1.656 -0.1800 0.3039 -0.4650 -0.21
C -5.425 0.027 -2.907 0.2936 -0.0773 0.1768 -0.17
C -4.222 0.322 -3.549 -0.5611 0.0439 0.1432 -0.19
C -3.025 0.012 -2.942 0.1855 -0.4385 0.5951 -0.21
H -3.126 0.157 1.735 0.2556 -0.0163 -0.1756 0.27
H -1.730 0.732 2.672 -0.0069 -0.0190 -0.1256 0.26
H -1.838 -0.981 2.222 0.0334 0.0968 -0.1690 0.25
H -3.171 1.928 -0.310 0.1687 -0.1828 -0.0234 0.28
H -1.824 2.279 -1.422 -0.0287 -0.0890 0.0763 0.26
H -1.784 2.892 0.246 -0.0084 -0.1011 -0.0335 0.25
H -1.809 -1.913 -0.476 0.1287 0.1286 0.0218 0.25
H -0.926 -1.088 -1.799 -0.0386 -0.0568 0.1462 0.26
H -4.214 -1.412 -0.091 -0.0577 -0.0640 0.0501 0.20
H -6.356 -0.830 -1.174 -0.1057 -0.0184 0.0697 0.24
H -6.362 0.273 -3.382 -0.0911 -0.0020 -0.0610 0.24
H -4.233 0.788 -4.521 0.0011 0.0537 -0.0990 0.24
H -2.089 0.224 -3.442 0.0941 0.0031 -0.0872 0.21
```
Forces are in eV/Å.

Results
LUMO level (alpha / beta)	-9.37 / -8.98	eV
Kohn-Sham gap (alpha / beta)	4.7 / 5.1	eV
net charge	+2
HOMO level (alpha / beta)	-0.5174 / -0.5174	Eh
2S+1	2
ΔE to the lowest compared entry with this formula, charge and spin	170.3	kJ/mol


(2)
A 2-piece molecular cluster, C3H3BrFO2 overall, computed with the ωB97M-V functional and the def2-TZVPD basis.

Geometry as XYZ:
```
10
Properties=species:S:1:pos:R:3:forces:R:3:nbo_charge:R:1
C 4.037 1.725 -0.208 -0.5213 -0.3474 -0.1065 1.04
C -0.034 0.027 0.062 0.1863 -3.5237 0.7709 -0.71
C 1.463 -0.019 0.239 0.6768 3.1662 -0.1344 -0.11
O 3.615 2.456 -0.949 -1.9745 3.3429 -3.2379 -0.54
O 4.574 1.047 0.502 2.3447 -3.0401 3.3296 -0.52
F 1.652 0.341 1.659 -0.0966 -1.0138 -0.6054 -0.48
Br 2.444 -1.698 -0.187 -0.6330 -0.5830 0.4766 -0.22
H -0.246 -0.412 -0.975 -0.1769 0.8188 1.5409 0.21
H -0.513 -0.618 0.938 0.2035 0.7125 -1.6348 0.13
H -0.391 1.025 0.245 -0.0088 0.4674 -0.3989 0.21
```
Forces are in eV/Å.

Results
LUMO level	3.64	eV
Kohn-Sham gap	5.4	eV
net charge	-1
HOMO level	-0.0650	Eh
ΔE to the lowest compared entry with this formula, charge and spin	263.4	kJ/mol


(3)
A 2-piece molecular cluster, C2H7S2 overall, computed with the ωB97M-V functional and the def2-TZVPD basis.

Geometry as XYZ:
```
11
Properties=species:S:1:pos:R:3:forces:R:3:nbo_charge:R:1
S 2.126 1.594 1.598 0.2720 -0.1547 0.1053 -1.07
H 3.202 0.782 1.718 -0.1997 0.1667 -0.0218 0.09
C -0.590 0.462 -0.210 1.6103 -1.0051 3.0258 -0.81
S -1.428 -0.625 -1.320 -1.4003 1.5135 -1.9489 0.17
C -1.135 -2.195 -0.618 0.7862 -1.0917 -0.1933 -0.78
H -1.022 0.399 0.815 -0.3474 0.3771 -0.6740 0.21
H 0.403 0.000 0.070 -0.5458 0.9446 -0.8500 0.27
H -0.434 1.524 -0.432 -0.1989 -0.5748 -0.5805 0.26
H -2.034 -2.797 -0.426 0.2596 0.5181 0.5794 0.21
H -0.442 -1.995 0.188 -0.3409 -0.5307 0.7389 0.24
H -0.553 -2.779 -1.327 0.1050 -0.1629 -0.1810 0.21
```
Forces are in eV/Å.

Results
LUMO level	3.16	eV
Kohn-Sham gap	5.8	eV
net charge	-1
HOMO level	-0.0957	Eh
ΔE to the lowest compared entry with this formula, charge and spin	84.8	kJ/mol


(4)
C13H20KO2 as an isolated structure, computed with the ωB97M-V functional and the def2-TZVPD basis.

Geometry as XYZ:
```
36
Properties=species:S:1:pos:R:3:forces:R:3:nbo_charge:R:1
C -2.747 1.850 0.201 0.5362 1.7523 -0.9390 -0.30
O -3.234 1.017 1.318 0.6252 -1.4320 -1.9127 -0.62
C -3.173 -0.430 0.977 0.5022 -1.3579 -0.8686 -0.11
C -2.014 -1.221 1.860 -1.0614 0.0885 0.8833 -0.09
O -1.412 -2.369 1.181 0.5725 2.5495 0.6280 -0.55
C 0.049 -2.304 1.098 2.7241 -1.7804 -0.2297 -0.08
C 0.640 -2.357 -0.457 -1.3511 -0.0092 0.1726 -0.44
C -0.258 -1.296 -1.329 1.0945 0.0529 -1.2328 -0.41
C 0.707 -0.290 -2.225 -0.7963 1.4753 0.7515 -0.45
C 1.762 0.595 -1.287 2.1982 0.8805 1.0931 -0.02
C 3.362 0.492 -1.714 -1.2687 2.6830 3.5586 -0.24
C 4.473 1.370 -0.874 -4.6659 -0.0133 0.6634 -0.21
C 3.934 2.313 0.355 -2.1793 -1.8168 -1.5818 -0.23
C 2.359 2.391 0.820 1.2979 -2.7019 -3.7621 -0.22
C 1.244 1.510 -0.020 4.2599 0.3413 -0.7382 -0.28
H -2.302 2.847 0.672 -0.9950 -2.2750 -0.9583 0.23
H -3.606 2.174 -0.556 1.5626 -0.8617 1.7385 0.19
H -1.912 1.343 -0.451 -1.6244 0.7799 1.5423 0.21
H -4.213 -0.914 1.259 3.5903 -0.1195 -1.2446 0.10
H -3.056 -0.594 -0.194 -0.0647 0.3518 2.5393 0.23
H -2.595 -1.655 2.808 1.3407 0.9417 -1.8551 0.18
H -1.275 -0.401 2.241 -1.0853 -1.6398 -0.8809 0.22
H 0.464 -3.299 1.611 -1.0228 2.1719 -0.8904 0.20
H 0.557 -1.418 1.663 -1.3775 -1.3215 -1.0441 0.20
H 0.492 -3.446 -0.901 0.2100 2.2915 1.0267 0.22
H 1.795 -2.129 -0.518 -2.4374 -0.2098 0.4366 0.24
H -0.928 -0.590 -0.666 1.3641 -1.6796 -1.2012 0.18
H -0.918 -1.914 -2.103 1.1538 1.5232 1.7944 0.23
H -0.035 0.523 -2.688 1.6445 -1.7473 0.7300 0.22
H 1.238 -0.831 -3.117 -0.8264 1.0235 1.9542 0.24
H 3.664 -0.212 -2.611 -0.6813 1.6688 2.0697 0.24
H 5.603 1.320 -1.202 -2.5770 0.2308 0.9190 0.25
H 4.711 2.972 0.937 -1.7206 -1.5054 -1.2855 0.24
H 2.034 3.076 1.714 0.7662 -1.5157 -1.9936 0.24
H 0.108 1.618 0.318 2.7600 -0.4453 -1.0066 0.21
K -5.520 0.262 1.880 -2.4678 1.6258 1.1239 0.99
```
Forces are in eV/Å.

Results
LUMO level	-3.80	eV
Kohn-Sham gap	6.6	eV
net charge	+1
HOMO level	-0.3805	Eh


(5)
One molecule with the formula C4H9N5, computed with the ωB97M-V functional and the def2-TZVPD basis.

Geometry as XYZ:
```
18
Properties=species:S:1:pos:R:3:forces:R:3:nbo_charge:R:1
C 1.491 -0.953 3.204 1.9515 0.1678 -0.8463 -0.45
C -0.183 0.249 0.360 1.5299 -0.7080 -0.4460 0.38
C 0.763 0.401 -0.923 -5.5837 -1.1535 1.7986 -0.56
C -0.410 0.313 -1.925 -0.5726 0.8195 1.2482 0.44
H 0.958 -1.912 3.151 -0.2122 0.5134 2.1378 0.23
H 1.249 -0.034 3.861 -0.8474 -1.5806 -1.4347 0.20
H 2.573 -1.072 3.538 -1.1255 -0.5658 -0.9063 0.19
H 2.081 -0.097 1.324 -0.9634 -1.4263 0.6545 0.32
H 1.152 -0.543 -1.016 2.0630 -2.1561 0.0516 0.25
H 1.428 1.209 -0.891 0.6653 1.1332 -0.4974 0.25
H 0.450 0.585 -3.475 3.2534 0.6354 -1.6321 0.34
H -2.114 0.880 -1.978 -1.3670 0.4400 0.4688 0.39
H -2.197 -0.082 0.503 1.3663 1.1264 0.2839 0.40
N 1.400 -0.855 1.672 0.5491 4.0332 0.5779 -0.46
N 0.072 -0.285 1.474 0.8189 -0.9542 -0.1388 -0.32
N -0.429 0.600 -3.114 -1.7183 -0.2226 -2.2925 -0.66
N -1.763 0.112 -1.430 3.5218 0.8783 3.1251 -0.45
N -1.500 0.572 0.069 -3.3290 -0.9802 -2.1523 -0.48
```
Forces are in eV/Å.

Results
LUMO level	0.73	eV
Kohn-Sham gap	9.3	eV
HOMO level	-0.3158	Eh
SMILES string	[H]/N=C1\C/C(=N\NC)NN1
ΔE to the lowest compared entry with this formula, charge and spin	471.2	kJ/mol


no.,E_tot (eV)
1,-101740.701
2,-80014.242
3,-23858.336
4,-34207.671
5,-11739.749